[1]
The following is a quantum chemistry calculation of a 10-piece molecular cluster, C40H61NO27 overall, from the OMol25 dataset.

Computed properties:
SMILES: C[C@H]1COC(=O)O1.C[C@H]1COC(=O)O1.C[C@H]1COC(=O)O1.C[C@H]1COC(=O)O1.C[C@H]1COC(=O)O1.C[C@H]1COC(=O)O1.C[C@H]1COC(=O)O1.C[C@H]1COC(=O)O1.C[C@H]1COC(=O)O1.CCCC#N
HOMO level in eV: -10.32
Lowest unoccupied orbital energy in eV: -0.1
Relative energy (zero: lowest compared OMol25 entry of this formula, charge and spin) in kJ/mol: 93.3
Spin multiplicity: 1
Orbital gap in eV: 10.26

Atoms and positions in Å:
C  4.57  0.74  1.29
C  5.83  0.65  0.40
C  6.13  -0.78  -0.22
O  6.62  -0.41  -1.48
C  6.35  0.91  -1.76
O  6.67  1.52  -2.76
O  5.67  1.41  -0.75
H  3.73  0.43  0.65
H  4.51  1.80  1.67
H  4.58  0.03  2.12
H  6.69  1.10  1.00
H  5.24  -1.32  -0.48
H  6.82  -1.44  0.37
C  -4.88  -5.51  -2.51
C  -5.00  -4.13  -1.85
C  -3.68  -3.67  -1.19
O  -3.73  -2.33  -1.41
C  -4.63  -1.96  -2.32
O  -4.75  -0.83  -2.78
O  -5.32  -3.06  -2.72
H  -4.70  -6.18  -1.61
H  -3.99  -5.62  -3.14
H  -5.77  -5.72  -3.04
H  -5.77  -4.17  -1.07
H  -2.89  -4.23  -1.71
H  -3.61  -3.93  -0.11
C  3.72  4.08  -0.33
C  3.32  4.21  -1.78
C  3.21  2.80  -2.46
O  1.94  2.98  -3.06
C  1.25  3.99  -2.58
O  0.05  4.25  -2.77
O  2.02  4.75  -1.89
H  2.94  3.55  0.28
H  3.79  5.10  0.11
H  4.73  3.67  -0.17
H  3.87  4.98  -2.38
H  3.02  1.99  -1.71
H  4.01  2.65  -3.17
C  0.43  -0.80  3.39
C  1.62  -0.03  3.74
C  1.47  0.87  4.99
O  1.95  0.11  6.03
C  2.68  -0.87  5.54
O  3.36  -1.59  6.25
O  2.52  -1.04  4.27
H  -0.42  -0.13  3.13
H  0.09  -1.51  4.15
H  0.58  -1.40  2.47
H  2.09  0.50  2.92
H  0.42  1.03  5.12
H  2.10  1.76  5.01
C  -1.03  -0.18  -2.88
C  -1.14  0.62  -1.53
C  -1.39  -0.32  -0.40
O  -0.43  -0.04  0.56
C  0.38  0.88  0.09
O  1.27  1.41  0.71
O  0.08  1.19  -1.12
H  -1.96  -0.54  -3.29
H  -0.38  -1.09  -2.79
H  -0.55  0.49  -3.63
H  -1.94  1.37  -1.56
H  -1.47  -1.30  -0.77
H  -2.40  -0.18  -0.10
C  -2.80  4.39  -1.55
C  -4.11  4.15  -0.82
C  -5.03  2.95  -1.29
O  -4.76  1.90  -0.30
C  -3.95  2.29  0.56
O  -3.48  1.56  1.46
O  -3.60  3.53  0.32
H  -2.12  3.56  -1.61
H  -2.23  5.24  -1.11
H  -2.94  4.77  -2.50
H  -4.58  5.06  -0.41
H  -4.88  2.61  -2.34
H  -6.10  3.29  -1.30
C  0.24  4.52  0.84
C  -0.79  4.01  1.86
C  -0.21  3.06  2.94
O  -0.36  3.78  4.14
C  -1.04  4.89  3.91
O  -1.43  5.66  4.77
O  -1.21  5.04  2.66
H  -0.19  5.29  0.19
H  0.71  3.79  0.12
H  1.05  5.11  1.27
H  -1.54  3.45  1.36
H  0.81  2.82  2.84
H  -0.79  2.12  3.07
C  -3.22  -1.64  1.90
C  -3.77  -2.53  3.00
C  -2.70  -2.81  4.08
O  -3.29  -2.22  5.22
C  -4.45  -1.77  5.02
O  -5.10  -1.21  5.89
O  -4.77  -1.90  3.75
H  -2.57  -2.20  1.28
H  -2.74  -0.75  2.34
H  -4.06  -1.20  1.32
H  -4.21  -3.43  2.59
H  -1.66  -2.57  3.86
H  -2.63  -3.87  4.32
C  3.95  -0.31  -4.46
C  2.65  -0.63  -3.61
C  2.17  -2.08  -3.80
O  2.04  -2.41  -2.41
C  2.47  -1.45  -1.60
O  2.38  -1.53  -0.37
O  2.87  -0.47  -2.25
H  3.82  -0.74  -5.44
H  4.73  -0.80  -4.01
H  4.15  0.75  -4.50
H  1.79  0.06  -3.86
H  2.96  -2.69  -4.24
H  1.23  -2.18  -4.34
C  0.02  -3.95  0.18
C  0.13  -5.33  -0.42
C  0.84  -5.33  -1.78
C  -0.08  -4.80  -2.83
N  -0.77  -4.46  -3.72
H  -0.56  -4.07  1.13
H  -0.43  -3.22  -0.55
H  1.01  -3.60  0.43
H  -0.87  -5.79  -0.47
H  0.66  -6.01  0.21
H  1.03  -6.34  -2.17
H  1.78  -4.90  -1.76

Mulliken population analysis, charges in e, atoms 1 to 2: -0.747 -0.018

[2]
The following is a quantum chemistry calculation of a 10-piece molecular cluster, C40H62Cl20FN2O6S overall, from the OMol25 dataset.

Computed properties:
Net charge: +1
HOMO level in eV: -11.47
Lowest unoccupied orbital energy in eV: -4.1
Relative energy (zero: lowest compared OMol25 entry of this formula, charge and spin) in kJ/mol: 0.0
Spin multiplicity: 1
Orbital gap in eV: 7.37

Atoms and positions in Å:
C  1.91  -1.22  -1.09
C  2.00  0.31  -1.35
C  1.56  0.74  -2.76
C  0.27  1.57  -2.81
O  -0.78  1.12  -1.89
C  -1.99  0.98  -2.44
C  -2.80  2.09  -2.53
C  -2.34  3.42  -2.10
Cl  -2.74  3.82  -0.46
C  -1.68  4.28  -2.88
C  -1.32  4.05  -4.31
Cl  -1.20  5.81  -2.26
C  -4.08  1.93  -3.04
C  -5.01  3.10  -3.16
C  -5.79  3.58  -2.14
C  -6.67  4.65  -2.30
N  -6.81  5.25  -3.47
C  -6.01  4.81  -4.43
C  -5.12  3.78  -4.37
C  -4.50  0.64  -3.44
S  -6.19  0.57  -4.03
O  -6.40  1.46  -5.10
O  -6.99  0.82  -2.89
F  -6.52  -0.87  -4.52
C  -3.64  -0.42  -3.34
C  -4.10  -1.81  -3.76
C  -5.08  -2.44  -2.71
C  -6.05  -3.48  -3.32
O  -7.41  -3.23  -3.08
N  -2.40  -0.23  -2.85
C  -1.44  -1.34  -2.67
C  -1.65  -1.98  -1.27
O  -0.83  -2.68  -0.75
O  -2.86  -1.67  -0.66
H  1.22  -1.72  -1.77
H  1.56  -1.35  -0.07
H  2.88  -1.71  -1.17
H  1.49  0.84  -0.54
H  3.06  0.55  -1.26
H  1.50  -0.10  -3.47
H  2.33  1.40  -3.16
H  0.53  2.59  -2.53
H  -0.12  1.61  -3.83
H  -1.77  4.81  -4.95
H  -0.24  4.13  -4.44
H  -1.65  3.08  -4.70
H  -5.74  3.09  -1.17
H  -7.27  4.98  -1.46
H  -6.09  5.32  -5.38
H  -4.55  3.48  -5.24
H  -4.56  -1.69  -4.74
H  -3.29  -2.51  -3.89
H  -5.62  -1.63  -2.20
H  -4.46  -2.96  -1.99
H  -5.88  -3.52  -4.41
H  -5.78  -4.48  -2.95
H  -7.52  -2.39  -2.61
H  -0.41  -1.01  -2.74
H  -1.57  -2.12  -3.41
H  -2.79  -0.85  -0.15
Cl  1.78  -5.06  3.64
C  0.43  -3.92  3.41
C  0.62  -3.06  2.19
Cl  1.96  -1.89  2.39
H  0.34  -3.32  4.31
H  -0.47  -4.52  3.30
H  -0.28  -2.47  2.00
H  0.83  -3.66  1.30
Cl  -4.97  6.21  -0.81
C  -5.05  7.84  -0.08
C  -5.08  8.92  -1.12
Cl  -3.53  9.05  -1.99
H  -4.20  7.95  0.59
H  -5.96  7.87  0.52
H  -5.27  9.88  -0.65
H  -5.87  8.74  -1.86
Cl  -0.02  6.53  0.96
C  0.62  5.22  1.99
C  1.65  4.39  1.28
Cl  0.94  3.41  -0.04
H  -0.22  4.61  2.32
H  1.06  5.69  2.87
H  2.11  3.69  1.97
H  2.44  5.01  0.85
Cl  5.14  -0.68  0.11
C  5.60  -1.85  1.38
C  6.71  -2.77  0.93
Cl  6.18  -3.90  -0.34
H  4.71  -2.41  1.66
H  5.92  -1.27  2.24
H  7.05  -3.37  1.77
H  7.56  -2.21  0.55
Cl  -9.51  4.57  -0.56
C  -10.93  5.62  -0.82
C  -10.82  6.39  -2.11
Cl  -9.53  7.62  -2.05
H  -11.02  6.28  0.03
H  -11.80  4.97  -0.85
H  -11.75  6.92  -2.31
H  -10.61  5.74  -2.96
Cl  6.50  -4.65  5.44
C  4.76  -4.45  5.81
C  4.44  -4.84  7.23
Cl  4.60  -6.60  7.50
H  4.20  -5.04  5.10
H  4.53  -3.40  5.66
H  3.41  -4.58  7.46
H  5.09  -4.33  7.95
Cl  4.62  -7.60  4.10
C  5.50  -9.09  4.51
C  4.68  -10.33  4.23
Cl  3.30  -10.48  5.35
H  5.80  -9.03  5.55
H  6.40  -9.11  3.89
H  5.30  -11.22  4.37
H  4.30  -10.33  3.22
Cl  8.43  -1.58  3.53
C  8.46  -0.75  5.11
C  7.12  -0.80  5.79
Cl  5.88  0.17  4.95
H  8.78  0.28  4.94
H  9.21  -1.24  5.72
H  7.20  -0.40  6.80
H  6.75  -1.83  5.86
Cl  11.31  -1.79  1.26
C  12.19  -3.29  1.65
C  11.37  -4.53  1.37
Cl  9.99  -4.69  2.49
H  12.49  -3.24  2.69
H  13.09  -3.30  1.03
H  11.98  -5.41  1.49
H  10.97  -4.52  0.35

Mulliken population analysis, charges in e, atoms 1 to 2: -0.788 0.003